Record 1
ORCA calculation (wB97M-V/def2-TZVPD) on C22H32N4O4 in the gas phase at a distorted geometry.

Geometry as XYZ:
```
62
Properties=species:S:1:pos:R:3
C -6.7065 -2.2435 -0.2737
C -5.6456 -1.7994 -1.2715
C -4.9760 -0.4947 -0.8301
N -4.3062 -0.6680 0.4486
C -2.9647 -1.2068 0.3512
C -1.9181 -0.1786 -0.1013
C -1.9419 1.0325 0.8325
N -1.0064 2.0472 0.3842
C 0.1502 2.3110 1.0164
O 0.4442 1.8363 2.0972
C 1.0800 3.3074 0.3243
C 1.0846 3.2501 -1.2104
C 1.1405 1.8406 -1.6665
N 0.2124 1.1767 -2.2731
N 0.6579 -0.0929 -2.4098
C 1.8333 -0.1393 -1.8784
C 2.7429 -1.3043 -1.7436
C 3.6166 -1.1038 -0.5337
C 4.9816 -0.9100 -0.6621
C 5.7705 -0.6604 0.4551
O 7.1235 -0.4695 0.4323
C 7.7893 -0.5513 -0.8025
C 5.1597 -0.5821 1.7029
C 3.7992 -0.7729 1.8403
C 3.0120 -1.0488 0.7280
O 1.6677 -1.2802 0.7588
C 1.0267 -1.3094 2.0171
O 2.2090 1.0667 -1.3944
C -3.3601 1.5986 0.8931
C -4.3283 0.4848 1.3203
H -7.1305 -3.2021 -0.5628
H -7.5105 -1.5126 -0.2209
H -6.2604 -2.3369 0.7125
H -4.8911 -2.5811 -1.3692
H -6.0960 -1.6465 -2.2545
H -5.7510 0.2665 -0.7109
H -4.2923 -0.1561 -1.6225
H -2.9737 -2.0512 -0.3391
H -2.6929 -1.5827 1.3439
H -0.9283 -0.6349 -0.1075
H -2.1296 0.1489 -1.1214
H -1.6178 0.7387 1.8366
H -1.1540 2.3820 -0.5550
H 2.0820 3.1011 0.7059
H 0.8008 4.3114 0.6522
H 0.1934 3.7115 -1.6371
H 1.9604 3.7872 -1.5812
H 3.3503 -1.3984 -2.6470
H 2.1227 -2.1968 -1.6446
H 5.4157 -0.9559 -1.6491
H 7.6680 -1.5381 -1.2619
H 7.4438 0.2192 -1.5001
H 8.8427 -0.3863 -0.5809
H 5.7722 -0.3669 2.5636
H 3.3572 -0.6886 2.8192
H 0.0151 -1.6615 1.8205
H 0.9851 -0.3108 2.4611
H 1.5219 -2.0064 2.6994
H -3.4068 2.4263 1.6023
H -3.6448 1.9725 -0.0935
H -5.3493 0.8703 1.3676
H -4.0505 0.1424 2.3231
```

The calculation puts the HOMO energy at -7.932 eV. The calculation puts the electronic energy at -1377.4953 Eh. Its HOMO-LUMO gap is 8.62 eV. The value obtained for the relative energy (zero: lowest compared OMol25 entry of this formula, charge and spin) is 2.624 eV.

Record 2
ORCA calculation (wB97M-V/def2-TZVPD) on C22H32N4O4S in the gas phase at a distorted geometry.

Geometry as XYZ:
```
63
Properties=species:S:1:pos:R:3
C 4.5776 3.3725 0.9259
C 4.1357 1.9127 0.9199
N 5.0390 1.0740 0.1648
C 5.1887 1.2744 -1.2567
C 3.8970 1.1434 -2.0643
S 5.3066 -0.4583 0.7289
O 5.3176 -0.4044 2.1587
O 6.4504 -0.9840 0.0423
C 3.8770 -1.4218 0.2105
C 4.0235 -2.3460 -0.8191
C 2.9326 -3.0560 -1.2640
C 1.6743 -2.8328 -0.6902
N 0.5709 -3.5121 -1.1322
C -0.6485 -3.2835 -0.6076
C -0.8793 -2.3961 0.3974
C -2.3112 -2.2350 0.8149
O -3.2084 -2.7864 0.1933
N -2.5026 -1.4562 1.8879
C -3.8092 -1.0659 2.3472
C -4.1210 0.4253 2.0755
N -4.2628 0.8427 0.7004
C -5.2746 0.0869 -0.0189
C -5.7279 0.8594 -1.2530
C -4.5290 1.0981 -2.1596
C -3.4434 1.8052 -1.3591
C -3.0572 1.0008 -0.1087
C -1.9422 1.7430 0.6262
C 0.2177 -1.6329 0.9687
O 0.1052 -0.8145 1.8796
C 1.5278 -1.8994 0.3504
C 2.6564 -1.2062 0.7988
H 5.6149 3.4434 1.2400
H 3.9598 3.9333 1.6220
H 4.4768 3.8189 -0.0603
H 4.1656 1.5212 1.9374
H 3.1071 1.8340 0.5410
H 5.9121 0.5233 -1.5769
H 5.6272 2.2626 -1.4247
H 4.1257 1.2303 -3.1232
H 3.1927 1.9292 -1.8025
H 3.4247 0.1795 -1.8883
H 5.0054 -2.4877 -1.2417
H 3.0338 -3.7832 -2.0563
H 0.6848 -4.1907 -1.8725
H -1.4830 -3.8357 -1.0181
H -1.6877 -0.9992 2.2879
H -4.5351 -1.7061 1.8424
H -3.8729 -1.2377 3.4266
H -5.0741 0.6441 2.5706
H -3.3543 1.0372 2.5512
H -6.1246 -0.0645 0.6514
H -4.8995 -0.9014 -0.3340
H -6.1462 1.8179 -0.9411
H -6.5027 0.2955 -1.7749
H -4.8126 1.6985 -3.0267
H -4.1502 0.1384 -2.5204
H -3.8074 2.7832 -1.0395
H -2.5569 1.9533 -1.9796
H -2.6733 0.0200 -0.4465
H -1.4543 1.1238 1.3732
H -1.1835 2.0466 -0.0925
H -2.3398 2.6364 1.1018
H 2.5470 -0.5113 1.6161
```

The calculation puts the HOMO energy at -8.053 eV. The calculation puts the electronic energy at -1775.7372 Eh. Its HOMO-LUMO gap is 7.76 eV. The value obtained for the relative energy (zero: lowest compared OMol25 entry of this formula, charge and spin) is 0.842 eV.

Record 3
ORCA calculation (wB97M-V/def2-TZVPD) on a molecular structure, C22H32N4O5OsSSi2 at a distorted geometry.

Geometry as XYZ:
```
67
Properties=species:S:1:pos:R:3
Os -0.7589 0.0567 -0.2845
C 2.2601 3.1055 3.9504
C 1.4775 1.8830 4.4033
N 1.4747 0.7824 3.4359
C 0.8064 0.8182 2.2686
S 0.1409 -0.8093 1.7219
N 0.5177 1.9208 1.6788
N -0.2101 1.7985 0.4948
C -0.4437 2.8753 -0.1857
C 0.0641 4.2296 0.1871
C -1.2396 2.6401 -1.3927
C -1.6921 3.6509 -2.2282
C -2.4496 3.3320 -3.3391
C -2.7369 2.0009 -3.6044
C -2.2660 1.0369 -2.7378
N -1.5504 1.3472 -1.6488
H 2.2698 3.8431 4.7534
H 1.7992 3.5510 3.0723
H 3.2892 2.8398 3.7041
H 0.4478 2.1684 4.6355
H 1.9319 1.4859 5.3101
H 1.5091 -0.1434 3.8324
H 0.7503 4.1429 1.0216
H -0.7528 4.8957 0.4750
H 0.5924 4.6811 -0.6543
H -1.4545 4.6788 -1.9909
H -2.8240 4.1093 -3.9916
H -3.3113 1.7104 -4.4724
H -2.4520 -0.0169 -2.8991
O 0.9099 -3.6692 -4.9840
C 0.5994 -2.9523 -4.0753
C 1.3397 -1.6889 -3.6271
O 2.3453 -1.2304 -4.1183
C 0.5712 -1.1867 -2.4811
C -0.5050 -2.0034 -2.2192
O -1.2826 -1.7018 -1.2270
C -0.6044 -3.1208 -3.1492
O -1.4426 -3.9906 -3.2062
O 0.8240 -0.1226 -1.7597
C -0.9029 -3.7851 1.4892
Si 0.9525 -3.6533 1.5961
C 1.4804 -3.8300 3.3850
C 1.7344 -4.9378 0.5028
C 1.4614 -1.9061 1.0091
Si 3.2701 -1.3031 1.0383
C 3.3714 0.4453 0.4032
C 4.0573 -1.3877 2.7354
C 4.1664 -2.4707 -0.1014
H -1.2279 -4.8140 1.6633
H -1.2647 -3.4787 0.5022
H -1.3916 -3.1546 2.2363
H 0.8816 -4.5964 3.8841
H 1.3399 -2.8933 3.9329
H 2.5290 -4.1212 3.4754
H 1.3172 -5.9198 0.7429
H 2.8156 -4.9964 0.6272
H 1.5225 -4.7419 -0.5520
H 1.2298 -1.8784 -0.0613
H 3.1271 1.1766 1.1752
H 2.6949 0.5915 -0.4437
H 4.3877 0.6537 0.0571
H 3.6662 -0.6296 3.4150
H 5.1291 -1.1988 2.6222
H 3.9390 -2.3667 3.2021
H 3.6535 -2.5665 -1.0624
H 4.2634 -3.4669 0.3314
H 5.1736 -2.0956 -0.3015
```

The calculation puts the HOMO energy (spin up / spin down) at -7.012 / -7.013 eV. The calculation puts the electronic energy at -2520.6087 Eh. Its HOMO-LUMO gap (spin up / spin down) is 5.84 / 5.83 eV. The value obtained for the relative energy (zero: lowest compared OMol25 entry of this formula, charge and spin) is 0.000 eV.

Repeat the second record exactly.
ORCA calculation (wB97M-V/def2-TZVPD) on C22H32N4O4S in the gas phase at a distorted geometry.

Geometry as XYZ:
```
63
Properties=species:S:1:pos:R:3
C 4.5776 3.3725 0.9259
C 4.1357 1.9127 0.9199
N 5.0390 1.0740 0.1648
C 5.1887 1.2744 -1.2567
C 3.8970 1.1434 -2.0643
S 5.3066 -0.4583 0.7289
O 5.3176 -0.4044 2.1587
O 6.4504 -0.9840 0.0423
C 3.8770 -1.4218 0.2105
C 4.0235 -2.3460 -0.8191
C 2.9326 -3.0560 -1.2640
C 1.6743 -2.8328 -0.6902
N 0.5709 -3.5121 -1.1322
C -0.6485 -3.2835 -0.6076
C -0.8793 -2.3961 0.3974
C -2.3112 -2.2350 0.8149
O -3.2084 -2.7864 0.1933
N -2.5026 -1.4562 1.8879
C -3.8092 -1.0659 2.3472
C -4.1210 0.4253 2.0755
N -4.2628 0.8427 0.7004
C -5.2746 0.0869 -0.0189
C -5.7279 0.8594 -1.2530
C -4.5290 1.0981 -2.1596
C -3.4434 1.8052 -1.3591
C -3.0572 1.0008 -0.1087
C -1.9422 1.7430 0.6262
C 0.2177 -1.6329 0.9687
O 0.1052 -0.8145 1.8796
C 1.5278 -1.8994 0.3504
C 2.6564 -1.2062 0.7988
H 5.6149 3.4434 1.2400
H 3.9598 3.9333 1.6220
H 4.4768 3.8189 -0.0603
H 4.1656 1.5212 1.9374
H 3.1071 1.8340 0.5410
H 5.9121 0.5233 -1.5769
H 5.6272 2.2626 -1.4247
H 4.1257 1.2303 -3.1232
H 3.1927 1.9292 -1.8025
H 3.4247 0.1795 -1.8883
H 5.0054 -2.4877 -1.2417
H 3.0338 -3.7832 -2.0563
H 0.6848 -4.1907 -1.8725
H -1.4830 -3.8357 -1.0181
H -1.6877 -0.9992 2.2879
H -4.5351 -1.7061 1.8424
H -3.8729 -1.2377 3.4266
H -5.0741 0.6441 2.5706
H -3.3543 1.0372 2.5512
H -6.1246 -0.0645 0.6514
H -4.8995 -0.9014 -0.3340
H -6.1462 1.8179 -0.9411
H -6.5027 0.2955 -1.7749
H -4.8126 1.6985 -3.0267
H -4.1502 0.1384 -2.5204
H -3.8074 2.7832 -1.0395
H -2.5569 1.9533 -1.9796
H -2.6733 0.0200 -0.4465
H -1.4543 1.1238 1.3732
H -1.1835 2.0466 -0.0925
H -2.3398 2.6364 1.1018
H 2.5470 -0.5113 1.6161
```

The calculation puts the HOMO energy at -8.053 eV. The calculation puts the electronic energy at -1775.7372 Eh. Its HOMO-LUMO gap is 7.76 eV. The value obtained for the relative energy (zero: lowest compared OMol25 entry of this formula, charge and spin) is 0.842 eV.

> Look up the electronic energy of the third one.

-2520.6087 Eh